# 1
# C7H12N2O2S

The molecule C7H12N2O2S at a distorted geometry (ωB97M-V/def2-TZVPD, the OMol25 dataset).

Values from the calculation:
- HOMO: -7.98 eV
- Gap between HOMO and LUMO: 8.7041 eV
- F_max: 4.780 eV/A
- Energy relative to the best compared isomer or geometry (same formula, charge and spin): 472.0 kJ/mol
- 2S+1: 1
- Structure (SMILES): CSc1nc(CO)c(CO)n1C

Geometry (Å):
C: -0.267 3.816 -0.460
C: 0.299 1.154 -0.083
C: -0.919 -0.462 0.663
C: -2.173 -1.168 1.207
C: 0.217 -1.035 0.223
C: 0.713 -2.546 0.448
C: 2.504 -0.156 -0.736
H: -1.032 3.554 -1.215
H: 0.034 4.935 -0.576
H: -0.564 3.642 0.603
H: -1.902 -1.811 2.249
H: -2.991 -0.438 1.484
H: -3.786 -2.310 0.294
H: 0.596 -2.917 1.578
H: 1.800 -2.515 0.337
H: -0.869 -3.831 -0.218
H: 2.472 0.822 -1.225
H: 2.597 -1.031 -1.253
H: 3.157 -0.511 0.093
N: -0.883 0.875 0.421
N: 0.998 -0.076 -0.389
O: -2.733 -2.073 0.103
O: 0.204 -3.584 -0.372
S: 1.104 2.779 -0.487

# 2
# C7H12N3

A cluster of 2 separate species, C7H12N3 in total at a distorted geometry (ωB97M-V/def2-TZVPD, the OMol25 dataset).

Values from the calculation:
- HOMO: -12.17 eV
- Gap between HOMO and LUMO: 9.6009 eV
- F_max: 1.288 eV/A
- Energy relative to the best compared isomer or geometry (same formula, charge and spin): 237.3 kJ/mol
- Net charge: +1
- 2S+1: 1

Geometry (Å):
C: 1.988 -1.758 -0.306
C: 0.829 -1.368 -0.897
C: 1.725 0.404 0.044
C: -2.925 -1.071 -0.020
C: -2.402 -0.459 1.264
C: -2.307 0.066 -0.127
C: 1.941 1.795 0.479
N: 2.528 -0.641 0.270
N: 0.692 -0.028 -0.670
N: -1.748 1.065 -0.917
H: 2.457 -2.718 -0.243
H: 0.105 -1.931 -1.448
H: -3.463 -1.884 -0.434
H: -3.092 -0.007 1.966
H: -1.532 -0.899 1.741
H: 2.424 2.370 -0.312
H: 0.988 2.268 0.703
H: 2.572 1.842 1.364
H: 3.396 -0.619 0.786
H: -0.182 0.521 -0.900
H: -2.157 1.070 -1.847
H: -1.836 1.984 -0.495

# 3
# C7H12N3O2

A cluster of 2 separate species, C7H12N3O2 in total at a distorted geometry (ωB97M-V/def2-TZVPD, the OMol25 dataset).

Values from the calculation:
- HOMO (spin up / spin down): -12.15 / -12.13 eV
- Gap between HOMO and LUMO (spin up / spin down): 7.3736 / 7.3551 eV
- F_max: 4.108 eV/A
- Energy relative to the best compared isomer or geometry (same formula, charge and spin): 740.9 kJ/mol
- Net charge: +1
- 2S+1: 1

Geometry (Å):
C: 1.060 -0.698 0.277
C: 0.103 0.039 0.290
C: 2.749 1.937 -0.222
C: 3.718 1.118 -0.126
C: 2.625 -2.485 -0.065
C: -1.516 1.596 1.175
C: -2.086 -0.349 -0.210
N: -1.002 1.498 -1.104
N: 2.270 -1.227 0.529
N: -1.107 0.745 0.061
O: 1.817 2.647 -0.246
O: 4.757 0.518 -0.016
H: 3.752 -2.608 0.108
H: 2.014 -3.187 0.413
H: 2.586 -2.425 -1.216
H: -0.918 1.291 2.010
H: -1.412 2.764 0.828
H: -2.558 1.549 1.307
H: -2.381 -0.898 0.631
H: -2.997 0.227 -0.467
H: -1.834 -0.973 -1.029
H: -1.087 0.872 -1.937
H: -0.200 2.123 -1.192
H: 2.631 -0.965 1.449

# 4
# C7H12N3OP

A cluster of 2 separate species, C7H12N3OP in total at a distorted geometry (ωB97M-V/def2-TZVPD, the OMol25 dataset).

Values from the calculation:
- HOMO (spin up / spin down): -8.84 / -7.81 eV
- Gap between HOMO and LUMO (spin up / spin down): 7.9032 / 7.3298 eV
- F_max: 5.407 eV/A
- Energy relative to the best compared isomer or geometry (same formula, charge and spin): 121.8 kJ/mol
- 2S+1: 1

Geometry (Å):
C: 2.488 -1.359 -1.165
C: 2.448 0.006 -1.267
C: 2.616 -0.612 0.851
C: -0.368 0.116 1.208
C: -0.692 0.742 -0.966
C: -1.622 -0.819 1.062
C: -1.990 -0.145 -1.171
N: 2.531 -1.684 0.150
N: 2.597 0.541 -0.002
N: -0.464 1.232 0.329
O: -1.878 -1.279 -0.303
P: 2.427 2.157 0.431
H: 2.347 -2.014 -2.086
H: 2.508 0.765 -2.048
H: 2.551 -0.769 1.920
H: -0.425 0.447 2.220
H: 0.593 -0.420 1.159
H: 0.253 0.083 -1.089
H: -0.618 1.551 -1.624
H: -1.733 -1.622 1.810
H: -2.426 -0.013 1.218
H: -2.848 0.376 -1.103
H: -2.039 -0.632 -2.187
H: 2.493 1.902 1.802

# 5
# C7H12N3S

The ion C7H12N3S with charge +1 at a distorted geometry (ωB97M-V/def2-TZVPD, the OMol25 dataset).

Values from the calculation:
- HOMO (spin up / spin down): -11.17 / -11.17 eV
- Gap between HOMO and LUMO (spin up / spin down): 5.8019 / 5.4482 eV
- F_max: 5.669 eV/A
- Energy relative to the best compared isomer or geometry (same formula, charge and spin): 540.0 kJ/mol
- Net charge: +1
- 2S+1: 1

Geometry (Å):
C: 2.316 0.803 0.112
C: 1.651 -0.327 0.111
C: -1.648 -1.829 -0.323
C: -2.455 -0.582 -0.763
C: -1.756 2.038 0.239
C: -0.205 -1.442 -0.138
C: 2.930 2.065 0.060
N: 1.850 -1.572 0.612
N: 0.713 -2.326 0.306
N: 0.328 -0.213 -0.247
S: -2.601 0.507 0.748
H: -1.879 -2.342 0.547
H: -1.829 -2.587 -1.175
H: -2.108 -0.114 -1.616
H: -3.569 -0.954 -0.915
H: -2.595 2.706 -0.098
H: -0.970 1.740 -0.352
H: 0.628 -3.285 0.694
H: 3.020 2.724 -0.762
H: 2.737 2.702 1.029
H: 4.017 1.770 0.211
H: 2.800 -2.041 0.589
H: -1.375 2.559 1.134

# 6
# C7H12N4

A cluster of 2 separate species, C7H12N4 in total at a distorted geometry (ωB97M-V/def2-TZVPD, the OMol25 dataset).

Values from the calculation:
- HOMO: -6.86 eV
- Gap between HOMO and LUMO: 6.7867 eV
- F_max: 4.107 eV/A
- Energy relative to the best compared isomer or geometry (same formula, charge and spin): 300.2 kJ/mol
- 2S+1: 1

Geometry (Å):
C: 2.595 1.813 1.136
C: 1.591 1.246 0.309
C: 0.934 1.710 2.383
C: -0.698 0.571 0.821
C: -0.856 -1.580 -1.003
C: -1.998 -1.456 -2.039
C: 0.441 -1.587 -1.689
N: 2.232 1.987 2.349
N: 0.485 1.071 1.107
N: 0.004 2.113 3.072
N: -1.028 -1.618 0.260
H: 3.623 2.034 0.742
H: 1.626 0.894 -0.692
H: -0.969 0.578 -0.181
H: -1.441 0.464 1.609
H: -1.946 -2.116 -2.865
H: -2.036 -0.537 -2.512
H: -3.002 -1.602 -1.654
H: 0.722 -2.630 -2.063
H: 1.213 -1.213 -1.064
H: 0.306 -0.988 -2.590
H: 0.256 2.596 3.936
H: -2.051 -1.751 0.628

# 7
# C7H12N4O

A cluster of 2 separate species, C7H12N4O in total at a distorted geometry (ωB97M-V/def2-TZVPD, the OMol25 dataset).

Values from the calculation:
- HOMO: -7.91 eV
- Gap between HOMO and LUMO: 8.6792 eV
- F_max: 1.139 eV/A
- Energy relative to the best compared isomer or geometry (same formula, charge and spin): 283.8 kJ/mol
- 2S+1: 1
- Structure (SMILES): [H]/N=C1\NCCO1.CC#C/C=N\N

Geometry (Å):
C: 4.445 1.848 -0.258
C: 3.617 0.634 -0.386
C: 2.897 -0.331 -0.461
C: 2.047 -1.481 -0.525
C: -2.149 -0.546 -0.228
C: -3.222 1.530 -0.425
C: -2.265 1.525 0.782
H: 3.845 2.741 -0.055
H: 4.955 1.996 -1.218
H: 5.206 1.797 0.529
H: 2.113 -2.138 -1.390
H: 0.311 -1.256 2.058
H: 1.728 -0.349 1.671
H: -2.235 -2.164 -1.217
H: -3.785 -0.257 -1.396
H: -4.262 1.674 -0.111
H: -2.986 2.321 -1.146
H: -2.807 1.650 1.739
H: -1.460 2.257 0.708
N: 1.133 -1.728 0.345
N: 0.908 -0.862 1.358
N: -1.824 -1.772 -0.367
N: -3.008 0.221 -0.977
O: -1.663 0.205 0.790

# 8
# C7H12N4O3

A cluster of 2 separate species, C7H12N4O3 in total at a distorted geometry (ωB97M-V/def2-TZVPD, the OMol25 dataset).

Values from the calculation:
- HOMO (spin up / spin down): -7.40 / -7.40 eV
- Gap between HOMO and LUMO (spin up / spin down): 6.2782 / 6.2807 eV
- F_max: 4.208 eV/A
- Energy relative to the best compared isomer or geometry (same formula, charge and spin): 649.5 kJ/mol
- 2S+1: 1

Geometry (Å):
C: -0.073 2.133 1.931
C: 0.578 2.347 3.123
C: -1.189 -0.423 0.992
C: 0.781 -2.192 -2.909
C: -0.089 -1.630 -1.784
C: 0.272 -0.256 -1.117
C: -0.958 0.170 -0.309
N: 1.556 0.727 1.348
N: 2.182 0.871 2.377
N: 0.510 1.425 0.918
N: -1.865 1.052 -0.799
O: -0.219 -1.316 1.327
O: -2.193 -0.118 1.624
O: 1.907 2.013 3.222
H: -1.145 2.337 1.688
H: 0.363 2.807 4.091
H: 0.336 -3.145 -3.213
H: 0.902 -1.730 -3.937
H: 1.906 -2.247 -2.569
H: -1.173 -1.570 -2.218
H: -0.124 -2.429 -1.016
H: 1.094 -0.404 -0.523
H: 0.494 0.515 -1.824
H: -1.964 0.953 -1.792
H: 0.688 -0.964 1.473
H: -2.578 1.074 -0.107

# 9
# C7H12N5

A structure of composition C7H12N5 at a distorted geometry (ωB97M-V/def2-TZVPD, the OMol25 dataset).

Values from the calculation:
- HOMO (spin up / spin down): -12.18 / -12.18 eV
- Gap between HOMO and LUMO (spin up / spin down): 8.2031 / 8.2037 eV
- F_max: 7.055 eV/A
- Energy relative to the best compared isomer or geometry (same formula, charge and spin): 419.9 kJ/mol
- Net charge: +1
- 2S+1: 1

Geometry (Å):
C: 1.307 -1.802 0.197
C: 1.809 -0.631 -0.118
C: 0.191 0.590 -0.123
C: 2.727 0.399 -0.090
C: -2.210 1.191 -0.560
C: -1.704 -0.562 1.335
C: -1.215 0.067 -0.059
N: 0.578 -2.723 0.311
N: 2.226 1.665 0.035
N: 0.887 1.695 0.030
N: 4.017 0.217 -0.143
N: -1.370 -1.197 -0.907
H: -1.953 2.159 -0.023
H: -2.144 1.479 -1.642
H: -3.272 0.872 -0.162
H: -2.473 -1.192 1.171
H: -0.855 -1.188 1.739
H: -2.123 0.141 2.174
H: 0.517 2.673 0.237
H: 4.468 -0.581 0.284
H: 4.647 1.049 -0.146
H: -0.751 -1.944 -0.452
H: -0.933 -1.024 -1.898
H: -2.371 -1.353 -1.189

# 10
# C7H12NO2S

A cluster of 2 separate species, C7H12NO2S in total at a distorted geometry (ωB97M-V/def2-TZVPD, the OMol25 dataset).

Values from the calculation:
- HOMO (spin up / spin down): -4.49 / -0.80 eV
- Gap between HOMO and LUMO (spin up / spin down): 7.9539 / 4.2421 eV
- F_max: 4.173 eV/A
- Energy relative to the best compared isomer or geometry (same formula, charge and spin): 269.1 kJ/mol
- Net charge: -1
- 2S+1: 1

Geometry (Å):
C: 1.028 1.892 0.123
C: -1.033 0.930 0.823
C: -3.162 2.280 -1.186
C: 2.820 -2.428 1.563
C: 1.558 -1.662 -0.460
C: -2.647 0.869 -0.895
C: 2.589 -1.403 0.493
N: 0.218 1.426 0.930
O: -1.745 0.569 1.714
O: -1.363 0.762 -0.446
S: 1.838 3.013 -0.559
H: -4.264 2.139 -1.364
H: -2.905 2.786 -0.194
H: -2.679 2.703 -2.151
H: 1.859 -2.839 1.940
H: 3.327 -2.192 2.481
H: 3.302 -3.458 1.262
H: 1.884 -2.428 -1.063
H: 0.700 -1.960 0.179
H: 1.358 -0.809 -1.093
H: -2.762 0.334 -1.805
H: -3.470 0.494 -0.296
H: 3.548 -1.019 0.004

# 11
# C7H12NO3

The ion C7H12NO3 with charge +1 at a distorted geometry (ωB97M-V/def2-TZVPD, the OMol25 dataset).

Values from the calculation:
- HOMO: -12.65 eV
- Gap between HOMO and LUMO: 9.6691 eV
- F_max: 4.861 eV/A
- Energy relative to the best compared isomer or geometry (same formula, charge and spin): 93.2 kJ/mol
- Net charge: +1
- 2S+1: 1
- Structure (SMILES): COC([NH3+])(OC)c1ccco1

Geometry (Å):
C: -3.075 -0.926 -0.471
C: -1.723 -1.261 -0.739
C: -3.051 0.137 0.378
C: -0.999 -0.373 -0.014
C: 0.462 2.048 -0.900
C: 2.727 -1.332 -0.385
C: 0.727 -0.127 0.045
N: 0.798 0.329 1.716
O: -1.779 0.491 0.665
O: 1.245 0.879 -0.637
O: 1.330 -1.290 -0.033
H: -3.942 -1.407 -0.874
H: -1.354 -2.044 -1.367
H: -3.833 0.712 0.833
H: 0.041 2.464 0.018
H: -0.338 1.824 -1.607
H: 1.158 2.758 -1.343
H: 3.252 -0.437 -0.054
H: 2.828 -1.439 -1.468
H: 3.128 -2.215 0.111
H: -0.052 0.852 1.949
H: 0.825 -0.539 2.256
H: 1.624 0.897 1.922